1.
An isolated molecule of C6H10O. Source: the Open Molecules 2025 dataset; level of theory: wB97M-V/def2-TZVPD.

Summary:
SMILES	C[C@H]1C[C@]2(CO2)C1
spin multiplicity	1
energy above the lowest of the compared OMol25 structures with the same formula, charge and spin	66.0	kcal per mole
HOMO	-9.99	eV
gap between HOMO and LUMO	10.89	eV
E_tot	-309.73715	a.u.

Positions of all 17 atoms, in Å:
C1 0.98 -1.74 -1.42
C2 0.38 -0.64 -0.52
C3 0.19 0.89 -0.72
C4 -0.28 0.92 0.75
C5 -1.40 1.65 1.34
O1 -0.04 2.00 1.62
C6 0.20 -0.51 1.02
H1 1.52 -1.34 -2.28
H2 1.53 -2.49 -0.86
H3 0.08 -2.31 -1.87
H4 -0.54 -1.09 -0.88
H5 1.04 1.57 -0.89
H6 -0.59 1.11 -1.46
H7 -1.95 2.38 0.75
H8 -1.95 1.22 2.18
H9 -0.57 -1.20 1.38
H10 1.05 -0.54 1.71

The Mulliken scheme yields these atomic charges, measured in e: atom 1 (C): -1.27, atom 2 (C): 0.58, atom 3 (C): -0.84, atom 4 (C): 0.94, atom 5 (C): -0.49, atom 6 (O): -0.53, atom 7 (C): -0.84, atom 8 (H): 0.29, atom 9 (H): 0.29, atom 10 (H): 0.29, atom 11 (H): -0.02, atom 12 (H): 0.30, atom 13 (H): 0.27, atom 14 (H): 0.24, atom 15 (H): 0.24, atom 16 (H): 0.27, atom 17 (H): 0.30



2.
An isolated molecule of C6H10O. Source: the Open Molecules 2025 dataset; level of theory: wB97M-V/def2-TZVPD.

Summary:
SMILES	C1=CCOCCC1
spin multiplicity	1
energy above the lowest of the compared OMol25 structures with the same formula, charge and spin	15.6	kcal per mole
HOMO	-9.15	eV
gap between HOMO and LUMO	10.26	eV
E_tot	-309.81744	a.u.

Positions of all 17 atoms, in Å:
C1 0.36 1.44 0.24
C2 1.43 0.66 0.43
C3 1.63 -0.72 -0.14
O1 0.46 -1.39 -0.56
C4 -0.63 -1.29 0.33
C5 -1.59 -0.18 -0.13
C6 -0.82 1.07 -0.62
H1 0.35 2.41 0.73
H2 2.25 1.02 1.05
H3 2.18 -1.33 0.60
H4 2.27 -0.66 -1.04
H5 -0.29 -1.10 1.35
H6 -1.14 -2.26 0.34
H7 -2.27 0.07 0.69
H8 -2.21 -0.54 -0.96
H9 -0.47 0.87 -1.63
H10 -1.52 1.91 -0.69

The Mulliken scheme yields these atomic charges, measured in e: atom 1 (C): -0.29, atom 2 (C): -0.36, atom 3 (C): -0.48, atom 4 (O): -0.41, atom 5 (C): -0.61, atom 6 (C): -0.52, atom 7 (C): -0.61, atom 8 (H): 0.36, atom 9 (H): 0.35, atom 10 (H): 0.32, atom 11 (H): 0.29, atom 12 (H): 0.35, atom 13 (H): 0.36, atom 14 (H): 0.32, atom 15 (H): 0.27, atom 16 (H): 0.27, atom 17 (H): 0.37